[1]
# C21H27N3O4

A structure of composition C21H27N3O4 in a non-equilibrium geometry (wB97M-V/def2-TZVPD, the Open Molecules 2025 dataset).

XYZ file:
```
55
Properties=species:S:1:pos:R:3:lowdin_charge:R:1
O 0.8087 0.1773 -2.0207 0.005
O -2.1874 2.0966 2.4623 0.066
O -6.0551 0.4834 -1.2872 -0.046
O 6.5978 -1.4764 -0.0965 -0.094
N 3.0930 0.6726 -0.1303 -0.070
N -4.8675 -1.2163 -0.2802 0.199
N -0.8498 2.1693 0.4046 -0.097
C -3.5097 -2.8997 0.1758 0.052
C -5.0407 0.1097 -0.4650 -0.220
C 1.7632 1.5604 -0.4740 -0.073
C -1.7240 -1.0951 1.3553 -0.203
C 5.2400 0.2809 -1.0361 -0.091
C -0.7085 1.5641 -0.7161 -0.243
C 5.2719 -1.2228 -0.2113 -0.468
C -4.1071 1.1541 -0.1125 0.116
C 3.7683 0.5478 -1.4621 -0.217
C -1.9612 1.5487 1.3111 -0.264
C -2.7083 -0.8380 0.6687 -0.117
C -1.4942 -2.3472 1.5406 -0.093
C 2.9293 -0.8432 0.4968 -0.078
C -3.6951 -1.5156 0.0690 -0.320
C 4.3483 -0.9478 0.9007 -0.208
C 1.2861 1.9472 1.1594 -0.106
C -6.9095 -0.3174 -1.5707 -0.242
C -2.9465 0.8289 0.6861 0.004
C 0.0812 2.7125 1.0372 -0.342
C -2.3160 -3.4610 0.9092 0.035
C 0.4434 0.6964 -0.6461 -0.249
H 3.3597 -0.2837 -2.0721 0.125
H 2.3523 -0.6753 1.5351 0.149
H 1.9924 2.3180 -1.0216 0.064
H -4.4037 2.1831 0.0242 0.123
H -0.9055 -0.4727 1.8923 0.172
H 0.4706 3.6429 0.3367 0.193
H 0.2143 -0.1983 -0.1192 0.128
H 2.3597 -1.3344 0.0438 -0.012
H -0.4626 2.3963 -1.5765 0.195
H 2.3013 2.4759 1.5405 0.151
H -0.2918 3.2801 1.9167 0.150
H -2.1241 -4.5644 1.0756 0.105
H 1.3262 1.0462 1.8870 0.115
H 4.6422 -0.4245 1.7523 0.103
H 6.5776 -2.2730 0.8627 0.264
H -0.3935 -2.8928 1.9436 0.170
H -7.2671 -1.0025 -0.8850 0.075
H 5.7077 1.1097 -0.2748 0.168
H 4.8407 -1.9106 -0.9601 0.146
H -4.0652 -3.6466 -0.0701 0.036
H 0.9464 0.8341 -2.5137 -0.057
H 5.8075 0.0536 -1.8827 0.064
H -6.2994 -0.9398 -2.4071 0.149
H 3.8430 1.5978 -1.7893 0.117
H -1.5830 0.9469 -1.2918 0.200
H 4.1303 -1.9560 1.5181 0.151
H -7.6265 0.3205 -2.1326 0.122
```

largest force on an atom: 0.3479 Eh/bohr
energy relative to the best compared isomer or geometry (same formula, charge and spin): 511.2 kcal per mole
spin multiplicity: 1
LUMO energy: -0.0205 Eh
frontier orbital gap: 7.91 eV
total charge: 0


[2]
# C21H27N3O4S

The molecule C21H27N3O4S in a non-equilibrium geometry (wB97M-V/def2-TZVPD, the Open Molecules 2025 dataset).

XYZ file:
```
56
Properties=species:S:1:pos:R:3:lowdin_charge:R:1
S 1.7789 -2.4917 -0.9857 0.675
O -0.7151 5.8379 0.2272 -0.127
O 0.5562 1.5110 4.2930 0.091
O 1.8702 -3.0998 0.3138 -0.283
O 2.8997 -2.5992 -1.8722 -0.274
N 0.4469 -3.0495 -1.7985 -0.268
N 0.2508 3.2013 -0.0636 -0.108
N 0.7090 1.5345 2.0608 0.141
C -0.2565 -2.7146 3.9278 -0.061
C -0.9999 4.8570 1.1965 -0.187
C -1.8430 -2.1832 -1.5312 -0.062
C 0.3956 0.9226 3.2440 -0.428
C 0.8005 1.3810 -1.6139 0.004
C -1.2766 -0.7004 2.3157 -0.033
C -1.0344 3.4609 0.5715 -0.132
C -0.1993 -0.4396 3.1568 -0.167
C 1.1990 -0.3051 0.5456 0.014
C -0.7700 -3.1512 -1.0361 -0.253
C 0.6139 -3.7834 -3.0338 -0.245
C 0.5146 4.1998 -1.0825 -0.150
C 0.8130 1.0081 0.7731 -0.163
C 1.3496 -0.7709 -0.7439 -0.260
C 1.1668 0.0642 -1.8271 -0.054
C 0.5149 5.5741 -0.4038 -0.190
C 0.5940 1.8715 -0.3242 -0.159
C -1.3193 -2.9748 3.0797 -0.073
C 0.2930 -1.4466 3.9792 -0.012
C -1.8364 -1.9639 2.2859 -0.082
C 0.6578 -2.8601 -4.2479 -0.079
H 1.3111 -0.3189 -2.8233 0.107
H -2.7344 -2.2704 -0.9158 0.064
H 0.6515 2.0302 -2.4621 0.109
H 0.6571 6.3658 -1.1407 0.127
H -1.1523 -4.1789 -1.0699 0.125
H -1.9725 5.1144 1.6179 0.129
H 1.4118 -0.9789 1.3585 0.118
H -0.2407 4.8842 1.9931 0.128
H -0.5074 -2.9232 -0.0004 0.089
H -0.2223 -2.2226 -4.2811 0.067
H -1.8414 3.4277 -0.1786 0.137
H -1.7506 -3.9638 3.0408 0.106
H 1.5484 -2.2404 -4.1940 0.061
H -0.2099 -4.4965 -3.1261 0.123
H -1.2397 2.7152 1.3381 0.115
H -0.2537 4.1951 -1.8716 0.132
H 0.9874 2.5069 2.1458 0.155
H 1.4937 4.0134 -1.5253 0.132
H -1.4771 -1.1605 -1.4806 0.067
H 1.1144 -1.2262 4.6440 0.124
H -2.1108 -2.4086 -2.5602 0.069
H 1.5536 -4.3394 -2.9780 0.114
H 1.3309 5.6113 0.3339 0.129
H 0.1424 -3.4991 4.5524 0.107
H -1.6828 0.0854 1.6944 0.118
H -2.6812 -2.1611 1.6427 0.100
H 0.7007 -3.4510 -5.1595 0.073
```

largest force on an atom: 0.0217 Eh/bohr
energy relative to the best compared isomer or geometry (same formula, charge and spin): 62.2 kcal per mole
spin multiplicity: 1
LUMO energy: 0.0188 Eh
SMILES: CCN(CC)S(=O)(=O)c1ccc(N2CCOCC2)c(NC(=O)c2ccccc2)c1
frontier orbital gap: 8.95 eV
total charge: 0


[3]
# C21H27N3O6

The molecule C21H27N3O6 (wB97M-V/def2-TZVPD, the Open Molecules 2025 dataset).

XYZ file:
```
57
Properties=species:S:1:pos:R:3:lowdin_charge:R:1
O 1.0850 -3.0711 -0.9409 -0.063
O 1.8578 -1.7005 1.4904 -0.111
O -3.6897 2.9019 1.5724 0.091
O 2.9732 0.7713 -0.7022 -0.027
O 2.8526 2.0082 1.1891 0.086
O -5.4801 0.3233 0.5561 0.094
N 0.9870 1.5591 -0.0040 -0.011
N -3.1590 -0.4378 -1.5742 0.062
N -1.5625 2.3934 -0.7801 -0.054
C -0.6736 1.8091 -1.7588 -0.105
C -2.6656 1.7369 -0.3567 -0.085
C -3.6428 2.0734 0.6926 -0.276
C 2.4741 -2.8381 -0.8582 -0.064
C -4.4394 0.8584 0.2563 -0.286
C -1.1201 -2.6852 -0.3863 0.031
C 0.1226 2.2284 0.9494 -0.090
C -1.8282 -1.4598 1.5219 -0.035
C -0.8398 3.1660 0.2126 -0.099
C 0.3123 0.8548 -1.0712 -0.093
C -0.5036 -1.2996 1.8950 -0.021
C -2.1571 -2.1752 0.3822 -0.243
C -3.3628 0.5808 -0.7120 -0.110
C 4.3928 0.7176 -0.5534 -0.220
C -3.5908 -2.3531 -0.0361 -0.117
C 2.3177 1.4872 0.2387 -0.548
C 0.5387 -1.8238 1.1397 -0.206
C 2.1849 -1.0675 2.7045 -0.066
C 5.0628 1.9731 -1.0914 -0.057
C 0.2189 -2.5180 -0.0450 -0.205
C -3.8925 -1.6760 -1.3909 -0.161
H 1.9276 -0.0042 2.6930 0.087
H 4.7001 -0.1663 -1.1167 0.120
H 3.2655 -1.1672 2.7969 0.101
H 1.7035 -1.5571 3.5565 0.099
H -4.2392 -1.9199 0.7254 0.104
H -0.2869 3.9594 -0.2963 0.134
H -3.6259 -2.3314 -2.2213 0.118
H 2.7000 -1.7701 -0.8499 0.075
H -0.2406 0.0051 -0.6488 0.110
H -0.4655 1.4813 1.4987 0.125
H -3.8284 -3.4150 -0.1201 0.121
H 4.7883 2.1323 -2.1317 0.079
H -2.2121 -0.5636 -1.9076 0.119
H 2.8894 -3.2938 -1.7574 0.097
H 2.9125 -3.3088 0.0235 0.097
H -2.6055 -1.0312 2.1366 0.121
H -1.3249 -3.2471 -1.2851 0.133
H 4.7542 2.8352 -0.5055 0.076
H -4.9592 -1.4519 -1.4443 0.122
H 1.0531 0.4841 -1.7781 0.135
H 6.1414 1.8673 -1.0206 0.078
H 0.7562 2.7769 1.6472 0.131
H -1.5482 3.6054 0.9147 0.122
H 4.6324 0.5860 0.5063 0.122
H -0.1217 2.6259 -2.2340 0.134
H -1.2538 1.2900 -2.5223 0.124
H -0.2850 -0.7582 2.8014 0.109
```

largest force on an atom: 0.0146 Eh/bohr
energy relative to the best compared isomer or geometry (same formula, charge and spin): 74.9 kcal per mole
spin multiplicity: 1
LUMO energy: 0.0178 Eh
SMILES: CCOC(=O)N1CCN(c2c(NCCc3ccc(OC)c(OC)c3)c(=O)c2=O)CC1
frontier orbital gap: 8.35 eV
total charge: 0


[4]
# C21H27N4O10S3Sc

A structure of composition C21H27N4O10S3Sc in a non-equilibrium geometry (wB97M-V/def2-TZVPD, the Open Molecules 2025 dataset).

XYZ file:
```
66
Properties=species:S:1:pos:R:3:lowdin_charge:R:1
Sc 1.2726 0.8893 0.2767 0.878
S 1.8257 -1.8497 1.2704 0.577
S -0.5075 1.0657 2.7664 0.891
S 2.6863 -0.8992 -2.0405 0.541
O -0.2206 0.1157 3.8711 -0.474
O 2.6066 1.3053 2.0633 -0.204
O 1.9270 -0.4759 -3.1878 -0.273
O 0.9066 4.5288 1.7287 0.065
O 0.7422 -0.8170 1.0113 -0.415
O 0.6170 2.6758 0.4801 -0.179
O 1.5251 -2.6822 2.3907 -0.250
O 2.4939 0.0820 -0.9100 -0.398
O 4.0751 -1.1664 -2.2599 -0.251
O 3.1123 -1.1733 1.3402 -0.293
N -0.2610 0.6172 -1.4439 0.061
N 2.5419 3.8587 0.3152 0.011
N 0.3534 2.5957 -2.5087 0.173
N 3.1150 2.7351 -0.2989 0.022
C 1.9470 -2.4402 -1.5047 -0.215
C -4.0431 -0.6732 0.4255 -0.275
C 1.7062 -2.8686 -0.1920 -0.205
C -0.8465 0.9365 -3.7479 -0.016
C -1.4563 -0.2876 -3.7884 -0.049
C -3.4047 -1.4111 1.4228 -0.029
C 0.9318 -4.9895 -1.0305 -0.056
C -1.4922 2.4114 3.4725 -0.187
C -2.5214 1.1560 0.8552 -0.086
C -1.4747 -1.0770 -2.6362 -0.056
C -3.5966 0.6181 0.1629 -0.040
C 1.6649 -3.2958 -2.5641 -0.052
C -0.2276 1.3593 -2.5612 -0.364
C -0.8832 -0.5808 -1.5077 -0.131
C -1.9040 0.3993 1.8418 -0.391
C -5.1889 -1.2670 -0.3533 -0.049
C 1.1625 -4.5629 -2.3304 -0.055
C -2.3410 -0.8806 2.1366 -0.056
C 1.1917 -4.1424 0.0317 -0.044
C 1.2890 3.7101 0.9160 -0.691
C 2.5523 1.8806 3.3790 -0.068
H 0.8316 2.8605 -1.6663 0.056
H -5.4146 -0.6672 -1.2349 0.074
H -2.1712 2.1583 0.6327 0.115
H 3.0229 0.4220 2.1060 0.063
H 2.0694 1.1955 4.0738 0.083
H -0.9330 2.7619 4.3408 0.062
H 0.9498 -5.2200 -3.1644 0.110
H -0.8996 -1.1548 -0.5923 0.108
H 3.1448 4.5251 0.7642 0.142
H -2.4621 2.0162 3.7649 0.067
H -4.0870 1.2079 -0.6042 0.117
H -1.8342 -1.4398 2.9166 0.118
H 0.5435 -5.9822 -0.8441 0.110
H 1.9775 2.8008 3.3153 0.080
H 3.8594 2.3341 0.2532 0.099
H -3.7479 -2.4176 1.6416 0.118
H -0.8100 1.5773 -4.6199 0.117
H 3.5589 2.1106 3.7205 0.096
H 0.6877 2.9849 -3.3702 0.109
H 1.8436 -2.9362 -3.5702 0.122
H 0.9984 -4.4382 1.0538 0.113
H -6.0907 -1.3211 0.2612 0.083
H -1.5758 3.2124 2.7358 0.058
H -1.9351 -2.0558 -2.6203 0.111
H -4.9529 -2.2824 -0.6775 0.079
H -1.9248 -0.6370 -4.7004 0.113
H 3.4747 2.9845 -1.2078 0.108
```

largest force on an atom: 0.0450 Eh/bohr
energy relative to the best compared isomer or geometry (same formula, charge and spin): 37.6 kcal per mole
spin multiplicity: 1
LUMO energy: 0.0073 Eh
frontier orbital gap: 9.00 eV
total charge: 0


| no. | energy (Eh) |
| --- | --- |
| 1 | -1280.9053 |
| 2 | -1679.8325 |
| 3 | -1432.1083 |
| 4 | -3743.3634 |